[1]
Here is an isolated molecule of C25H32N4O3 from the OMol25 dataset. Energies are from ωB97M-V/def2-TZVPD.

Geometry as XYZ:
```
64
Properties=species:S:1:pos:R:3:nbo_charge:R:1
C -0.38078 -0.83805 3.08183 -0.63
C 0.72006 -0.93664 2.07496 -0.01
C 0.98121 -2.13952 1.42968 -0.20
C 1.94850 -2.20555 0.44791 -0.24
C 2.65119 -1.07011 0.07576 0.31
C 2.42788 0.14487 0.72552 0.08
C 1.45656 0.18488 1.72491 -0.19
N 3.08909 1.32952 0.33882 -0.44
C 2.33152 2.56879 0.41519 -0.32
C 0.94326 2.45631 -0.21158 0.68
O -0.04431 2.89488 0.34010 -0.63
N 0.93263 1.87876 -1.42684 -0.62
C -0.27645 1.69373 -2.19764 -0.23
C -0.64802 0.21698 -2.35107 -0.44
C -0.91420 -0.49449 -1.00686 -0.21
N -2.25341 -0.46816 -0.47051 -0.46
C -3.24328 -1.19618 -1.23402 -0.21
C -4.46308 -1.47497 -0.35117 -0.22
C -5.51553 -2.27411 -1.11257 -0.60
C -5.02954 -0.14886 0.15552 -0.40
C -3.94347 0.65662 0.86816 -0.20
C -4.46595 2.01042 1.33568 -0.60
C -2.75349 0.83338 -0.07801 -0.23
C 4.41190 1.44749 0.01395 0.68
O 4.90293 2.53547 -0.23206 -0.60
C 5.26186 0.23021 -0.04903 -0.24
C 6.60963 0.35723 0.27499 -0.09
C 7.46537 -0.71185 0.07604 -0.28
C 6.94271 -1.86868 -0.47957 0.07
N 5.66821 -2.00358 -0.80102 -0.43
C 4.84952 -0.99225 -0.59290 0.52
O 3.55591 -1.19458 -0.97444 -0.50
H -0.25813 0.03452 3.71743 0.22
H -0.42312 -1.73045 3.70172 0.22
H -1.33011 -0.74608 2.55364 0.23
H 0.41732 -3.02180 1.68923 0.22
H 2.16096 -3.12525 -0.07369 0.23
H 1.25067 1.11397 2.23082 0.22
H 2.22419 2.91250 1.44861 0.22
H 2.90983 3.32525 -0.12689 0.27
H 1.78665 1.49769 -1.80442 0.40
H -1.05916 2.24288 -1.67391 0.23
H -0.13244 2.13880 -3.18876 0.20
H -1.52710 0.14178 -2.99181 0.21
H 0.17454 -0.29583 -2.85515 0.20
H -0.64146 -1.54878 -1.11291 0.20
H -0.25729 -0.06180 -0.24986 0.21
H -2.80262 -2.14080 -1.56326 0.20
H -3.57528 -0.64159 -2.13149 0.16
H -4.12310 -2.05903 0.51026 0.20
H -6.37405 -2.47583 -0.47621 0.21
H -5.10659 -3.22367 -1.45069 0.21
H -5.85830 -1.71896 -1.98358 0.20
H -5.86537 -0.33476 0.83363 0.21
H -5.40867 0.42852 -0.69196 0.19
H -3.60286 0.08485 1.73789 0.19
H -4.82414 2.59211 0.48878 0.20
H -5.28823 1.88250 2.03617 0.21
H -3.67504 2.57328 1.82524 0.21
H -1.95579 1.38169 0.42632 0.23
H -3.08805 1.42616 -0.94838 0.15
H 6.96164 1.30092 0.66475 0.24
H 8.51101 -0.64209 0.32837 0.23
H 7.56167 -2.73268 -0.67962 0.20
```

Calculated values
highest occupied orbital energy = -8.17 eV
LUMO = 0.310 eV
SMILES = Cc1ccc2c(c1)N(CC(=O)NCCCN1C[C@H](C)C[C@H](C)C1)C(=O)c1cccnc1O2
HOMO-LUMO gap = 8.48 eV

***

[2]
Here is a structure of composition C46H78F3N19NbO3S at a distorted geometry from the OMol25 dataset. Energies are from ωB97M-V/def2-TZVPD.

Geometry as XYZ:
```
151
Properties=species:S:1:pos:R:3:lowdin_charge:R:1
C -1.15288 4.22102 3.37050 -0.13
C -1.39697 3.91635 1.81366 -0.26
C -1.92629 2.39955 1.53215 -0.19
C -1.04781 1.66321 0.40059 -0.29
C -0.81880 0.10539 0.58045 -0.34
Nb 0.74257 -0.58405 2.08685 1.85
C -0.43760 -2.56282 2.08694 -0.33
C 0.42311 -3.88808 1.92045 -0.18
C 0.53786 -4.80238 3.24145 -0.42
F -0.68059 -4.98390 3.91960 0.06
F 1.60745 -4.40882 4.06188 0.06
F 0.89760 -6.11453 2.75482 0.00
C -0.60785 -0.05690 3.89857 -0.35
O -0.31943 1.22030 4.52740 -0.22
C -1.22981 1.46581 5.58855 -0.43
C -0.78222 1.86168 7.07195 -0.02
O -2.47581 1.42355 5.38975 0.01
C 1.71867 1.46988 2.24523 -0.22
C 2.48712 2.01211 0.99967 -0.45
O 3.40619 1.49547 0.32473 -0.01
N 2.18500 3.43321 0.58003 -0.21
C 2.08369 3.42138 -0.92242 -0.13
C 3.26761 4.33902 1.06589 -0.10
C 2.10957 -1.30615 0.41646 -0.28
C 3.61837 -1.65751 0.67516 -0.66
N 3.91956 -3.12727 0.88744 0.03
N 4.41094 -0.95699 1.69031 0.05
N 4.35224 -1.37606 -0.64270 0.01
N 2.05297 -1.48561 3.55170 -0.12
C 2.20067 -0.78112 4.62402 -0.81
S 2.09550 -0.25269 6.20983 0.56
H -2.05391 3.94295 4.00477 0.07
H -0.99310 5.35597 3.45590 0.07
H -0.18877 3.68454 3.69840 0.07
H -0.42102 4.15878 1.26798 0.05
H -2.17494 4.67222 1.42120 0.09
H -2.06028 1.81136 2.49320 0.08
H -2.98965 2.55316 1.10996 0.10
H -0.13178 2.30967 0.22181 0.06
H -1.67033 1.78222 -0.57070 0.10
H -1.82517 -0.39030 0.84326 0.05
H -0.50885 -0.33385 -0.43812 0.03
H -1.04290 -2.67446 3.06584 0.05
H -1.24350 -2.57035 1.25960 0.03
H 1.47674 -3.78195 1.52343 0.07
H -0.12934 -4.56314 1.16570 0.10
H -0.58346 -0.88197 4.70607 0.07
H -1.68520 -0.09064 3.48187 0.06
H -1.71375 1.89655 7.74147 0.09
H -0.06882 1.11799 7.54845 0.04
H -0.30835 2.91002 7.11046 0.09
H 0.85519 2.21276 2.44296 0.05
H 2.40768 1.59658 3.16486 0.08
H 1.51402 2.44938 -1.16368 0.08
H 1.39907 4.26600 -1.27701 0.06
H 3.10548 3.43928 -1.43548 0.09
H 2.88420 5.22730 1.68531 0.08
H 3.78987 4.77723 0.14714 0.09
H 4.00865 3.70842 1.67911 0.07
H 2.01446 -0.51475 -0.41952 0.05
H 1.58873 -2.24105 -0.02696 0.06
H 4.93265 -3.26846 0.95786 0.06
H 3.50091 -3.69230 0.14290 0.06
H 3.93979 -0.19304 2.17382 0.03
H 4.84926 -1.57738 2.37861 0.07
H 4.89130 -0.50831 -0.57538 0.04
H 3.69910 -1.38927 -1.43085 0.04
C -0.45822 7.48578 -1.90816 -0.10
C -0.05041 6.67709 -0.75758 -0.23
N 0.26657 6.03816 0.14640 0.16
H -0.38667 8.55378 -1.69484 0.04
H 0.16671 7.28689 -2.78191 0.06
H -1.49057 7.28189 -2.19561 0.05
C 0.63183 -9.03951 4.09059 -0.10
C 0.77955 -10.09861 5.09189 -0.28
N 0.89424 -10.93185 5.87823 0.10
H 1.14141 -9.29343 3.15897 0.08
H -0.41646 -8.86040 3.84713 0.06
H 1.04943 -8.09280 4.44032 0.07
C 1.56964 2.27096 -4.53497 -0.09
C 1.12735 3.64415 -4.28142 -0.27
N 0.78029 4.72062 -4.06762 0.13
H 1.64548 1.69664 -3.60883 0.07
H 0.87714 1.74191 -5.18803 0.03
H 2.55100 2.24565 -5.01363 0.09
C -4.32703 7.82546 -0.06711 -0.09
C -3.59114 8.63705 -1.03994 -0.25
N -3.01021 9.27005 -1.80571 0.14
H -5.39419 7.81321 -0.28120 0.03
H -3.98410 6.78869 -0.06757 0.08
H -4.20372 8.20763 0.94888 0.09
C -7.85231 7.00913 2.79846 -0.06
C -7.16116 6.61712 1.56820 -0.23
N -6.61795 6.30799 0.60226 0.14
H -7.19919 7.58256 3.46000 0.08
H -8.72658 7.62872 2.58717 0.08
H -8.19855 6.13791 3.35865 0.08
C -3.23720 -5.15644 -1.01636 -0.06
C -1.90542 -4.59071 -1.23752 -0.25
N -0.86086 -4.14367 -1.41507 0.16
H -4.01319 -4.55062 -1.48858 0.06
H -3.31914 -6.16518 -1.42676 0.08
H -3.47686 -5.21907 0.04758 0.09
C -4.65917 -3.69922 -4.56531 -0.07
C -5.36718 -4.82141 -3.94469 -0.28
N -5.92321 -5.70374 -3.45600 0.13
H -3.65350 -3.98621 -4.88387 0.04
H -5.18707 -3.33094 -5.44760 0.08
H -4.55471 -2.85937 -3.87425 0.08
C -0.45450 -1.66552 -3.75950 -0.09
C 0.28590 -0.94284 -4.79771 -0.25
N 0.86526 -0.36972 -5.61260 0.12
H -1.52899 -1.65588 -3.95290 0.07
H -0.14588 -2.71083 -3.69884 0.05
H -0.29789 -1.22304 -2.77236 0.06
C 7.25813 1.93082 1.78204 -0.08
C 6.83941 3.30156 2.08149 -0.27
N 6.50901 4.37790 2.32018 0.12
H 7.31097 1.32103 2.68740 0.08
H 6.55928 1.43872 1.10051 0.07
H 8.24585 1.90151 1.31152 0.01
C 9.87267 -1.31025 0.16198 -0.06
C 9.72395 0.14211 0.04854 -0.24
N 9.60636 1.28326 -0.03920 0.14
H 10.86305 -1.58417 0.53238 0.08
H 9.13854 -1.73584 0.84980 0.08
H 9.73809 -1.80354 -0.80303 0.08
C -1.22697 11.69370 -4.24176 -0.08
C -0.09440 11.03390 -3.58951 -0.27
N 0.79306 10.51255 -3.07650 0.14
H -1.37691 12.70535 -3.85817 0.08
H -1.07757 11.77357 -5.32087 0.08
H -2.15697 11.14349 -4.08115 0.07
C -6.52800 -7.79232 -6.38501 -0.08
C -5.19408 -7.23008 -6.60544 -0.29
N -4.14625 -6.78703 -6.77741 0.13
H -7.30254 -7.18473 -6.85821 0.08
H -6.61058 -8.80156 -6.79461 0.08
H -6.76619 -7.85197 -5.32057 0.07
C -0.94811 -3.49307 -8.28939 -0.06
C -1.19107 -3.74075 -6.86697 -0.24
N -1.38194 -3.93506 -5.74970 0.16
H -0.55662 -4.38146 -8.78980 0.08
H -1.86474 -3.20461 -8.80839 0.08
H -0.22320 -2.68953 -8.43792 0.08
C -1.06938 -12.54698 2.10978 -0.07
C -1.26135 -11.10067 1.98149 -0.26
N -1.41260 -9.96467 1.88156 0.14
H -0.07804 -12.78662 2.50089 0.08
H -1.80205 -12.99001 2.78771 0.08
H -1.17013 -13.05191 1.14649 0.08
```

Calculated values
net charge = -1
highest occupied orbital energy = -5.07 eV
LUMO = 1.652 eV
HOMO-LUMO gap = 6.72 eV

***

[3]
Here is the ion C3H9N2O with charge +1 at a distorted geometry from the OMol25 dataset. Energies are from ωB97M-V/def2-TZVPD.

Geometry as XYZ:
```
15
Properties=species:S:1:pos:R:3:nbo_charge:R:1
C 0.22535 0.20669 1.82456 -0.04
C -0.67117 1.01012 -0.54634 -0.70
C 0.04411 -0.05549 0.20290 0.31
N -0.53135 -1.35164 0.14886 -0.85
N 1.44606 -0.31217 -0.30032 -0.70
O 1.17668 0.70599 2.23258 -0.22
H -0.68026 0.07236 2.32381 0.25
H -1.34835 1.68986 -0.01824 0.29
H -1.31945 0.47797 -1.27208 0.25
H 0.00564 1.80744 -0.92508 0.25
H -1.15327 -1.51264 0.94536 0.41
H -1.13903 -1.49435 -0.67827 0.38
H 1.42144 -0.01603 -1.23560 0.43
H 1.81913 -1.27145 -0.26368 0.47
H 2.21046 0.26199 0.15767 0.46
```

Calculated values
spin multiplicity = 3
net charge = +1
highest occupied orbital energy (spin up / spin down) = -10.64 / -15.25 eV
LUMO (spin up / spin down) = -3.503 / -7.347 eV
HOMO-LUMO gap (spin up / spin down) = 7.14 / 7.90 eV

***

[4]
Here is a cluster of 5 separate species, C15H35F3O10S6 in total at a distorted geometry from the OMol25 dataset. Energies are from ωB97M-V/def2-TZVPD.

Geometry as XYZ:
```
69
Properties=species:S:1:pos:R:3:nbo_charge:R:1
C -1.15679 3.99561 1.57791 -0.89
S 0.48286 3.79504 0.92556 2.16
O 1.38357 4.01051 2.02840 -0.95
O 0.67777 4.59890 -0.24453 -0.93
C 0.68732 2.04779 0.46295 -0.16
C -0.43021 1.55604 -0.43703 -0.47
C -1.53630 0.82618 0.30876 -0.24
C -2.71254 0.58585 -0.63798 -0.06
O -3.92817 0.36172 0.07531 -0.52
C -4.63506 1.44863 0.44805 1.17
F -5.01777 1.31323 1.73097 -0.32
F -3.93333 2.59706 0.35135 -0.34
F -5.74529 1.58558 -0.29998 -0.32
C -0.96765 -0.51787 0.78770 -0.67
S 0.59254 -0.25047 1.63639 2.36
O 1.66125 -0.88928 0.92381 -0.94
O 0.41635 -0.67246 2.99262 -0.92
O 0.80811 1.33745 1.69389 -0.68
H -1.85996 4.21745 0.78728 0.25
H -1.43504 3.10773 2.13174 0.25
H -1.06883 4.80564 2.28975 0.27
H 1.61396 2.06142 -0.10522 0.24
H -0.06311 0.89398 -1.21808 0.26
H -0.85312 2.40877 -0.96496 0.25
H -1.90391 1.38503 1.16164 0.22
H -2.79595 1.35699 -1.39634 0.21
H -2.52407 -0.33937 -1.17206 0.21
H -0.78428 -1.15081 -0.07061 0.25
H -1.63786 -0.95095 1.51690 0.28
C 2.28536 1.71485 -5.09759 -0.83
S 0.98800 0.49362 -4.87830 1.26
O 0.16615 0.94356 -3.72036 -1.01
C 2.05758 -0.81881 -4.27915 -0.83
H 1.82050 2.64011 -5.43005 0.25
H 2.79726 1.87934 -4.14954 0.23
H 2.98570 1.36417 -5.85517 0.23
H 2.58575 -0.48190 -3.38688 0.23
H 2.76475 -1.09328 -5.06133 0.23
H 1.43242 -1.67537 -4.03647 0.24
C 0.63763 -6.43570 1.67938 -0.83
S 0.36435 -4.66605 1.53511 1.26
O -0.90045 -4.48986 0.76581 -1.01
C 1.71328 -4.35562 0.39377 -0.84
H -0.13775 -6.84191 2.32508 0.24
H 0.57533 -6.89747 0.69382 0.24
H 1.61591 -6.61249 2.12588 0.23
H 1.58190 -4.96786 -0.49926 0.23
H 2.65868 -4.58800 0.88320 0.23
H 1.69072 -3.29971 0.13259 0.25
C 3.75519 6.12553 2.35227 -0.83
S 3.83828 7.91732 2.34481 1.25
O 4.99111 8.30265 1.49004 -0.99
C 4.37411 8.08475 4.05370 -0.83
H 3.47317 5.79636 1.35574 0.25
H 4.73154 5.71693 2.61470 0.22
H 2.99925 5.79716 3.06337 0.24
H 5.30800 7.54154 4.19766 0.23
H 3.59982 7.69633 4.71522 0.22
H 4.52919 9.14266 4.25377 0.24
C -3.37325 -5.59476 -1.23811 -0.83
S -2.43961 -7.12236 -1.14129 1.26
O -1.94430 -7.42344 -2.51054 -0.99
C -3.85150 -8.19755 -0.84654 -0.83
H -2.67086 -4.79469 -1.45730 0.25
H -4.11612 -5.67281 -2.03264 0.22
H -3.85184 -5.40324 -0.27842 0.23
H -4.55986 -8.10718 -1.67017 0.23
H -4.32434 -7.92209 0.09616 0.23
H -3.48555 -9.22012 -0.78713 0.24
```

Calculated values
highest occupied orbital energy = -8.61 eV
LUMO = 0.285 eV
HOMO-LUMO gap = 8.89 eV

***

[5]
Here is an isolated molecule of C4H10IN2OPS at a distorted geometry from the OMol25 dataset. Energies are from ωB97M-V/def2-TZVPD.

Geometry as XYZ:
```
20
Properties=species:S:1:pos:R:3:nbo_charge:R:1
C 1.42155 1.19909 -0.96589 -0.69
C 0.11814 0.64763 -1.45544 -0.05
C -0.96658 1.32574 -1.72289 -0.27
I -1.30336 3.44727 -1.37761 0.05
C 0.14902 -0.88639 -1.52267 -0.57
S 1.08135 -1.63219 -0.16371 -0.07
P -0.44952 -1.31381 1.22652 2.04
N 0.07823 -1.88254 2.70486 -1.19
N -0.73858 0.27303 1.45301 -1.23
O -1.70637 -1.98599 0.84424 -1.09
H 2.15798 1.16787 -1.81530 0.24
H 1.43963 2.29682 -0.59453 0.24
H 1.89624 0.55353 -0.18920 0.24
H -1.86603 1.00351 -2.11550 0.21
H -0.91324 -1.19535 -1.38295 0.27
H 0.59751 -1.08950 -2.50562 0.25
H -0.34819 -1.30632 3.33520 0.38
H 1.11401 -2.07712 2.98362 0.42
H -1.57403 0.34696 1.95211 0.41
H -0.18775 1.10776 1.31174 0.43
```

Calculated values
highest occupied orbital energy = -9.09 eV
LUMO = 0.320 eV
SMILES = C/C(=C\I)CSP(N)(N)=O
HOMO-LUMO gap = 9.41 eV

***

[6]
Here is an isolated molecule of C2H2O2S at a distorted geometry from the OMol25 dataset. Energies are from ωB97M-V/def2-TZVPD.

Geometry as XYZ:
```
7
Properties=species:S:1:pos:R:3:nbo_charge:R:1
C -0.96139 -0.33759 0.18544 0.40
C 0.08489 0.63836 -0.35923 -0.63
O 2.03990 -0.84178 0.43047 -0.89
O -1.24703 -1.31310 -0.40462 -0.46
S 1.76116 0.39485 -0.27887 1.20
H -1.44351 -0.18530 1.27034 0.13
H -0.23402 1.64456 -0.84352 0.26
```

Calculated values
highest occupied orbital energy = -9.94 eV
LUMO = -0.783 eV
HOMO-LUMO gap = 9.15 eV

***

Ordered calculated total energy results: -1416.6462 -3820.0609 -304.0174 -4033.5217 -1380.4236 -625.9897; unit Eh.